Model w:
The following is a DFT calculation (wB97M-V/def2-TZVPD) of an isolated ion of composition C6H10N and charge +1.

Calculated values
Frontier orbital gap   9.49 eV
Highest occupied orbital energy   -14.245 eV
SMILES   C=C[C@@]1(C)C[N+]1=C
Total charge   +1

Last column: Löwdin charge in e.
Cartesian coordinates (Å):
C 1.74 -1.37 0.70  0.06
C 1.59 -0.17 0.09  -0.05
C 0.17 0.27 -0.17  -0.32
C -0.20 1.76 0.22  0.02
C -0.70 -0.22 -1.28  0.00
N -1.10 -0.50 0.02  -0.04
C -1.92 -1.11 0.74  0.20
H 2.72 -1.81 1.00  0.09
H 0.98 -2.13 0.78  0.05
H 2.40 0.51 0.01  0.11
H -1.23 1.80 -0.03  0.06
H 0.24 2.61 -0.49  0.16
H 0.02 1.88 1.24  0.06
H -1.27 0.32 -2.00  0.14
H -0.27 -1.15 -1.63  0.15
H -2.86 -1.47 0.19  0.16
H -1.84 -1.27 1.85  0.14

---

Model x:
The following is a DFT calculation (wB97M-V/def2-TZVPD) of an isolated ion of composition C6H10N and charge +1.

Calculated values
Frontier orbital gap (alpha / beta)   6.28 / 9.87 eV
Highest occupied orbital energy (alpha / beta)   -11.412 / -13.919 eV
Total charge   +1

Last column: Löwdin charge in e.
Cartesian coordinates (Å):
C 0.76 0.10 -0.75  -0.34
C 0.55 -1.25 -0.64  -0.03
C 1.16 0.63 -1.95  0.11
C 0.44 -2.52 -0.64  0.06
C 0.56 1.03 0.43  -0.09
C -1.74 0.21 0.69  0.13
N -0.50 0.55 1.37  -0.01
H 1.28 1.69 -2.06  0.07
H 1.41 0.00 -2.78  0.08
H -0.50 -3.05 -0.73  0.08
H 1.31 -3.16 -0.54  0.09
H 1.50 1.15 0.98  0.15
H 0.26 2.01 0.03  0.14
H -2.22 1.02 0.17  0.09
H -2.35 -0.54 1.15  0.09
H -0.17 -0.29 1.84  0.18
H -0.63 1.29 2.08  0.20

---

Model y:
The following is a DFT calculation (wB97M-V/def2-TZVPD) of a 2-piece molecular cluster, C6H10N overall.

Calculated values
Frontier orbital gap (alpha / beta)   7.70 / 7.70 eV
Highest occupied orbital energy (alpha / beta)   -13.709 / -13.709 eV
Total charge   +1

Last column: Löwdin charge in e.
Cartesian coordinates (Å):
C 1.10 -0.97 -2.37  0.01
C 1.12 0.24 -1.96  -0.18
C -1.40 1.49 0.62  0.09
C -1.04 0.23 0.65  -0.22
C 0.76 -1.39 0.79  0.18
C 1.10 1.26 -1.15  -0.01
N 0.24 -0.14 0.89  0.00
H 0.87 -1.28 -3.49  0.13
H -2.55 1.65 0.48  0.15
H -0.60 2.19 0.74  0.07
H -1.79 -0.49 0.49  0.13
H 0.89 -1.64 -1.53  0.04
H 1.88 -1.70 0.74  0.17
H 0.11 -2.22 0.88  0.10
H 0.26 1.85 -0.77  0.05
H 2.07 1.61 -1.19  0.06
H 0.97 0.58 1.22  0.22

---

Model z:
The following is a DFT calculation (wB97M-V/def2-TZVPD) of a 2-piece molecular cluster, C6H10N overall.

Calculated values
Frontier orbital gap   10.38 eV
Highest occupied orbital energy   -14.992 eV
Total charge   +1

Last column: Löwdin charge in e.
Cartesian coordinates (Å):
C 1.42 2.09 -0.35  0.14
C 2.24 -1.22 -0.22  0.08
C 1.81 -0.91 0.85  0.00
C -2.48 -0.73 0.02  -0.07
C -1.04 -0.52 -0.44  -0.22
C -0.16 0.38 0.39  -0.09
N 0.47 1.41 0.01  0.06
H 1.24 3.11 -0.52  0.10
H 2.62 -1.25 -1.18  0.04
H 2.49 1.65 -0.37  0.16
H 1.57 -0.70 1.86  0.07
H -3.15 -0.98 -0.89  0.13
H -2.30 -1.60 0.74  0.11
H -2.79 0.21 0.52  0.08
H -1.02 -0.04 -1.41  0.12
H -0.64 -1.49 -0.52  0.10
H -0.28 0.58 1.53  0.20

---

model w is favored, and the nearest alternative lies 30.6 kcal/mol above it.

---

Model w:
The following is a DFT calculation (wB97M-V/def2-TZVPD) of an isolated ion of composition C6H10N and charge +1.

Calculated values
Frontier orbital gap   9.20 eV
Highest occupied orbital energy   -13.612 eV
SMILES   CC1=C(C)[NH2+]C=C1
Total charge   +1

Last column: Löwdin charge in e.
Cartesian coordinates (Å):
C 0.38 -0.56 2.05  0.01
C -0.22 -0.36 0.62  -0.19
C 0.51 0.25 -0.38  -0.20
C 1.81 0.94 -0.48  0.03
N -0.43 0.22 -1.53  0.09
C -1.88 -0.59 -1.02  0.11
C -1.58 -0.78 0.33  0.01
H -0.30 -0.60 2.86  0.07
H 1.05 0.32 2.22  0.09
H 0.96 -1.46 1.79  0.10
H 2.57 0.39 -1.04  0.11
H 2.20 0.96 0.45  0.04
H 1.40 1.82 -1.01  0.12
H -0.21 0.16 -2.52  0.17
H -1.05 1.02 -1.81  0.18
H -2.93 -0.32 -1.31  0.13
H -2.27 -1.40 0.80  0.11

---

Model x:
The following is a DFT calculation (wB97M-V/def2-TZVPD) of an isolated ion of composition C6H10N and charge +1.

Calculated values
Frontier orbital gap   7.04 eV
Highest occupied orbital energy   -12.068 eV
Total charge   +1

Last column: Löwdin charge in e.
Cartesian coordinates (Å):
C -2.90 0.27 0.39  0.17
C -2.23 -0.79 0.80  0.15
C -0.29 0.90 -0.06  -0.16
C -1.48 0.36 0.46  0.00
C 2.08 0.74 -0.14  -0.05
C 0.77 -1.39 -0.32  -0.06
N 0.81 0.02 -0.26  -0.26
H -3.89 0.89 0.23  0.20
H -2.24 -1.78 1.21  0.14
H -0.25 1.57 -1.07  0.23
H 0.06 1.75 0.50  0.14
H 2.04 1.77 -0.47  0.09
H 2.58 0.65 0.82  0.10
H 2.78 0.34 -0.82  0.07
H 1.11 -1.69 -1.30  0.10
H 1.32 -1.89 0.38  0.07
H -0.25 -1.72 -0.35  0.07

---

Model y:
The following is a DFT calculation (wB97M-V/def2-TZVPD) of C6H10N as an isolated structure.

Calculated values
Frontier orbital gap   9.77 eV
Highest occupied orbital energy   -14.258 eV
Total charge   +1

Last column: Löwdin charge in e.
Cartesian coordinates (Å):
C -2.47 -0.29 -1.41  -0.08
C 1.30 1.04 0.14  -0.09
C -2.28 0.96 -2.13  0.10
C 0.17 0.38 -0.14  0.00
C -0.24 -0.90 0.46  -0.06
C 2.31 0.56 1.13  -0.05
N -1.33 0.65 -1.31  0.13
H -3.19 -0.32 -0.59  0.12
H -2.32 -1.23 -1.93  0.12
H 1.54 1.97 -0.36  0.13
H -2.57 1.71 -2.82  0.14
H -1.24 -1.23 0.20  0.06
H -0.22 -0.81 1.54  0.11
H 0.45 -1.69 0.14  0.11
H 3.20 0.25 0.58  0.10
H 1.96 -0.26 1.74  0.08
H 2.59 1.41 1.76  0.10

---

model w is favored, and the nearest alternative lies 26.8 kcal/mol above it.

---

Model w:
The following is a DFT calculation (wB97M-V/def2-TZVPD) of a 2-piece molecular cluster, C3H4FNO2 overall.

Calculated values
Frontier orbital gap (alpha / beta)   6.27 / 7.16 eV
2S+1   3
Highest occupied orbital energy (alpha / beta)   -5.499 / -10.783 eV
<S²>   2.0064

Last column: Mulliken spin population.
Cartesian coordinates (Å):
C -2.37 0.45 1.13  0.00
C 0.86 -0.74 -0.45  0.09
C 0.91 0.67 -0.95  0.71
N -1.29 0.22 1.40  0.00
O 1.42 -0.92 0.81  0.02
O 1.38 1.64 -0.48  0.97
F 0.27 0.74 -2.16  0.11
H -0.20 -1.06 -0.49  0.05
H 1.41 -1.37 -1.16  0.05
H 0.96 -0.36 1.44  0.00
H -3.37 0.72 0.90  0.00

---

Model x:
The following is a DFT calculation (wB97M-V/def2-TZVPD) of one molecule with the formula C3H4FNO2.

Calculated values
Frontier orbital gap (alpha / beta)   6.10 / 7.18 eV
2S+1   3
Highest occupied orbital energy (alpha / beta)   -5.255 / -8.967 eV
<S²>   2.0067

Last column: Mulliken spin population.
Cartesian coordinates (Å):
C 0.79 1.04 0.35  0.87
C 0.96 -0.48 0.13  -0.01
C -1.19 -0.56 -0.50  -0.01
N -0.27 1.68 0.03  0.71
O 0.03 -0.89 -0.88  0.02
O -1.31 1.13 -0.39  0.30
F -1.45 -0.95 0.77  0.01
H 1.57 1.50 0.72  0.03
H 2.05 -0.57 -0.32  0.02
H 0.80 -0.90 1.15  0.07
H -1.99 -0.99 -1.06  0.00

---

model w is favored, and the nearest alternative lies 35.9 kcal/mol above it.

---

Model w:
The following is a DFT calculation (wB97M-V/def2-TZVPD) of a 2-piece molecular cluster, C5H8S3 overall.

Calculated values
Frontier orbital gap   7.20 eV
Highest occupied orbital energy   -8.718 eV

Last column: Löwdin charge in e.
Cartesian coordinates (Å):
C 0.95 -0.19 -0.62  -0.90
C -0.14 -0.50 -1.71  -0.26
C -1.26 -0.64 -0.70  -0.50
C -0.82 1.44 1.03  -0.88
C 0.05 -1.03 0.32  -0.49
H 3.33 1.20 -0.34  0.13
H 0.83 0.93 -0.44  0.06
H -0.11 -1.69 -2.13  0.17
H -0.28 0.03 -2.63  0.09
H -1.78 -1.62 -0.65  0.10
H -1.35 1.98 1.74  -0.01
H 0.07 2.04 0.57  0.07
H 0.34 -2.08 0.30  0.11
S 2.60 -0.69 -0.90  0.65
S -2.11 0.91 -0.08  0.84
S -0.09 0.07 1.84  0.81

---

Model x:
The following is a DFT calculation (wB97M-V/def2-TZVPD) of C5H8S3 as an isolated structure.

Calculated values
Frontier orbital gap   6.79 eV
Highest occupied orbital energy   -8.909 eV

Last column: Löwdin charge in e.
Cartesian coordinates (Å):
C -0.44 1.33 0.85  -0.20
C 0.63 0.39 0.43  -0.71
C 1.81 1.31 0.13  -0.16
C -0.96 -1.62 -0.39  -1.27
C -1.36 -2.58 -1.44  -0.65
H -1.42 0.79 0.93  0.05
H -0.47 1.63 1.92  0.09
H -0.70 2.28 0.27  0.11
H 0.85 -0.09 1.37  0.09
H 2.12 1.68 1.13  0.09
H 1.52 2.11 -0.56  0.07
H 2.70 0.90 -0.49  0.10
H -2.32 -3.30 -1.13  0.12
S 0.15 -0.53 -1.06  0.91
S -1.39 -2.03 1.10  0.77
S -0.71 -2.29 -3.05  0.58

---

model x is favored, and the nearest alternative lies 56.7 kcal/mol above it.

---

Model w:
The following is a DFT calculation (wB97M-V/def2-TZVPD) of one molecule with the formula C3H6FN.

Calculated values
Frontier orbital gap   10.12 eV
Highest occupied orbital energy   -9.321 eV
SMILES   NC/C=C\F

Last column: Löwdin charge in e.
Cartesian coordinates (Å):
N 0.37 -2.14 -0.69  -0.10
C 0.69 -1.06 0.29  -0.34
C -0.50 -0.04 0.36  -0.09
C -0.75 1.32 0.28  -0.16
F 0.09 2.16 -0.33  0.00
H 1.40 -2.59 -0.40  0.13
H -0.63 -2.71 -0.59  0.14
H 1.48 -0.52 -0.17  0.09
H 0.69 -1.44 1.45  0.15
H -1.33 -0.32 1.15  0.11
H -1.62 1.73 0.68  0.08

---

Model x:
The following is a DFT calculation (wB97M-V/def2-TZVPD) of one molecule with the formula C3H6FN.

Calculated values
Frontier orbital gap   10.42 eV
Highest occupied orbital energy   -9.311 eV
SMILES   NC/C=C\F

Last column: Löwdin charge in e.
Cartesian coordinates (Å):
N -0.36 1.99 0.46  -0.02
C -0.34 0.55 0.83  -0.33
C -0.79 -0.29 -0.28  -0.11
C 0.11 -1.06 -0.94  -0.19
F 1.15 -1.44 -0.27  0.03
H -0.30 2.53 1.32  0.05
H 0.58 2.20 0.04  0.08
H -0.97 0.45 1.74  0.11
H 0.77 0.19 1.11  0.14
H -1.79 -0.02 -0.69  0.11
H -0.01 -1.53 -1.91  0.11

---

model x is favored, and the nearest alternative lies 43.2 kcal/mol above it.

---

Model w:
The following is a DFT calculation (wB97M-V/def2-TZVPD) of C5H12O4 as an isolated structure.

Calculated values
Frontier orbital gap   8.32 eV
Highest occupied orbital energy   -7.577 eV

Last column: Löwdin charge in e.
Cartesian coordinates (Å):
C -2.14 -0.45 0.73  -0.29
C -0.03 -0.54 0.58  -0.23
C -0.11 0.29 -0.58  -0.30
C 1.80 0.09 -0.89  -0.14
C 2.67 0.85 0.08  -0.14
O -2.39 -1.49 -0.24  -0.08
O -2.96 0.66 0.47  -0.02
O 0.11 -1.89 0.46  0.01
O -0.36 1.64 -0.48  0.00
H -3.31 -1.80 -0.15  0.11
H -2.51 1.22 -0.18  0.08
H -0.69 -2.19 -0.04  0.11
H -0.08 1.97 0.38  0.12
H -2.41 -0.83 1.72  0.12
H 0.38 -0.10 1.49  0.15
H -0.56 -0.14 -1.46  0.15
H 2.09 -0.95 -0.99  0.08
H 1.80 0.53 -1.88  0.08
H 2.77 0.32 1.03  0.07
H 2.27 1.85 0.28  0.06
H 3.68 0.98 -0.32  0.07

---

Model x:
The following is a DFT calculation (wB97M-V/def2-TZVPD) of one molecule with the formula C5H12O4.

Calculated values
Frontier orbital gap   10.29 eV
Highest occupied orbital energy   -9.879 eV
SMILES   OCC(CO)(CO)CO

Last column: Löwdin charge in e.
Cartesian coordinates (Å):
O -1.15 1.72 1.04  -0.09
C -0.15 0.63 1.25  -0.16
C 0.04 -0.21 0.03  -0.45
C -1.12 -1.17 -0.30  -0.20
O -2.21 -0.34 -0.46  -0.07
C 1.24 -1.11 0.32  -0.26
O 2.45 -0.48 0.54  -0.04
C 0.34 0.69 -1.15  -0.21
O 1.23 1.74 -0.87  -0.07
H -1.92 1.35 0.51  0.09
H -0.38 -0.08 2.09  0.15
H 0.69 1.20 1.52  0.11
H -0.77 -1.71 -1.14  0.11
H -1.29 -1.95 0.53  0.16
H -3.09 -0.67 -0.11  0.14
H 1.31 -1.81 -0.58  0.14
H 1.00 -1.74 1.12  0.11
H 2.55 0.28 -0.12  0.12
H 0.96 0.05 -1.82  0.14
H -0.53 0.99 -1.81  0.15
H 0.81 2.59 -0.59  0.13

---

model x is favored, and the nearest alternative lies 54.3 kcal/mol above it.